Arrangement a

The following is a quantum chemistry calculation of a 2-piece molecular cluster, C5H8S2 overall, from the OMol25 dataset.

Computed properties:
HOMO level	-7.09	eV
orbital gap	6.80	eV
LUMO	-0.30	eV

ORCA input file:
```
! wB97M-V def2-TZVPD RIJCOSX def2/J DEFGRID3
* xyz 0 1
C 1.8887 -0.1844 -0.3417
C -0.4670 -0.2284 -0.3287
C 2.2823 -1.6091 -0.3207
C -2.3524 1.0080 0.4618
C -0.8516 1.1739 0.0412
S 2.6408 1.1554 -0.0659
S -1.0787 -1.6594 -0.3005
H 1.5254 -2.1520 -0.9041
H 3.4199 -1.9162 -0.5073
H 2.1674 -2.0895 0.6469
H -2.9994 0.5579 -0.2587
H -2.5598 0.5380 1.3255
H -2.7525 2.0551 0.4917
H -0.4922 1.7697 -0.8202
H -0.3710 1.5810 0.8807
*
```

---

Arrangement b

The following is a quantum chemistry calculation of C5H8S2 in the gas phase, from the OMol25 dataset.

Computed properties:
HOMO level	-8.61	eV
orbital gap	8.12	eV
SMILES	C/C=C(/C=S)SC
LUMO	-0.49	eV

ORCA input file:
```
! wB97M-V def2-TZVPD RIJCOSX def2/J DEFGRID3
* xyz 0 1
C -1.0997 2.0915 0.4400
C -0.2961 -0.4642 -0.3377
C 0.8213 -1.1486 -0.1140
C 2.2362 -0.6860 -0.2745
C -1.5752 -1.1880 -0.1360
H -1.0619 3.1780 0.1803
H -0.5811 1.9757 1.3564
H -2.1738 1.7560 0.5649
H 0.6979 -2.1811 0.2122
H 2.6994 -1.1424 -1.0882
H 2.2747 0.3921 -0.3309
H 2.8580 -0.9356 0.6603
H -1.4316 -2.1931 0.2279
S -0.2967 1.2200 -0.9301
S -3.0714 -0.6741 -0.4304
*
```

---

Arrangement c

The following is a quantum chemistry calculation of C5H8S2 as an isolated structure, from the OMol25 dataset.

Computed properties:
HOMO level	-8.74	eV
orbital gap	9.47	eV
LUMO	0.72	eV

ORCA input file:
```
! wB97M-V def2-TZVPD RIJCOSX def2/J DEFGRID3
* xyz 0 1
C -1.0329 -0.1335 -0.0005
C -0.1125 0.5206 1.0442
C 1.2061 -0.2423 0.7682
C 1.2496 -0.3009 -0.7648
C -0.1016 0.4986 -1.0524
H -3.3036 -0.8642 -0.2266
H -1.0872 -1.1964 0.0549
H -0.3143 0.7335 2.0779
H 2.1037 0.2296 1.2712
H 1.1712 -1.2624 1.1965
H 1.2923 -1.3258 -1.1101
H 2.1029 0.2176 -1.2143
H -0.4968 0.7028 -2.0389
S -2.7473 0.4162 0.0187
S 0.0705 2.0065 -0.0240
*
```

---

Stability summary: most stable arrangement c, least stable arrangement a.